{
  "formula": "C3H8N4",
  "method": "ωB97M-V/def2-TZVPD",
  "lumo_energy_ha": 0.025,
  "homo_energy_ev": -7.3349,
  "relative_energy_kj_mol": 365.6,
  "energy_ev": -9197.8438,
  "species": ["N", "N", "H", "H", "H", "C", "H", "H", "C", "C", "H", "H", "N", "H", "N"],
  "positions_angstrom": [[-0.277644, 0.476449, 0.488989], [0.464146, -1.635302, 1.248141], [-0.019115, -1.536614, 2.128975], [-2.189258, 0.358344, 1.016205], [0.970605, 1.902837, -0.791147], [0.240371, 1.135703, -1.046052], [-1.349869, 1.611779, 1.684963], [1.036272, -2.435866, 1.043988], [0.447806, -0.600788, 0.384727], [1.099000, -0.456405, -0.921886], [2.187021, -0.536204, -0.907584], [0.612188, -1.033617, -1.703658], [-0.629196, 1.438748, -1.942387], [-1.290869, 0.682431, -2.119673], [-1.301458, 0.628505, 1.436399]],
  "forces_ev_per_a": [[0.3, -0.3, 0.0], [0.1, 0.4, -0.3], [0.1, -0.1, -0.1], [0.2, 0.1, 0.0], [-0.1, 0.0, 0.2], [1.4, -1.0, -0.5], [-0.1, -0.1, -0.1], [-0.1, 0.1, 0.2], [-0.9, -0.2, 0.5], [-0.8, 1.5, 0.0], [-0.1, 0.1, -0.2], [0.2, -0.2, 0.0], [-0.4, 0.0, 0.1], [0.2, -0.1, -0.2], [0.2, -0.2, 0.3]]
}